ORCA calculation (ωB97M-V/def2-TZVPD) on a gas-phase ion, C5H16N2 (charge +2).

Last column: Mulliken charge in e.
Element x y z (Å)
N1 2.33127 -2.17922 1.64651  -0.30
N2 -1.90007 2.37733 -1.41141  -0.34
C1 0.92092 -1.74351 1.23747  -0.66
C2 -0.59525 0.15026 0.44395  -0.48
C3 -0.93414 0.11434 -1.05465  -1.02
C4 -0.68495 1.42967 -1.76086  -0.58
C5 0.83522 -0.32381 0.71476  -0.95
H1 -2.69235 2.18511 -2.02188  0.36
H2 -1.66092 3.36958 -1.47296  0.36
H3 1.45333 -0.18599 -0.18559  0.45
H4 -0.48383 -0.64995 -1.66755  0.43
H5 -0.88744 1.37156 -2.82693  0.35
H6 2.35649 -2.71155 2.52185  0.37
H7 2.67305 -1.26171 1.95947  0.36
H8 -0.84320 1.05740 0.99061  0.39
H9 0.12981 2.11371 -1.54408  0.37
H10 -1.96884 -0.18111 -1.26626  0.54
H11 0.36029 -1.64266 2.17165  0.37
H12 -2.12444 2.26419 -0.42252  0.31
H13 0.49377 -2.60189 0.72551  0.35
H14 3.02231 -2.65039 1.05604  0.35
H15 -1.27543 -0.61794 0.82759  0.40
H16 1.47441 0.31659 1.33927  0.59

Atoms 1-2, force components in eV/Å:
N 0.0 1.6 1.6
N 0.8 0.1 0.7

The strongest force on any atom is 2.8 eV/A. The electronic energy comes out at -308.98896 Eh. The total charge is +2. As for the HOMO-LUMO gap: 13.14 eV. For the relative energy (zero: lowest compared OMol25 entry of this formula, charge and spin), the calculation gives 1.031 eV.

ORCA calculation (ωB97M-V/def2-TZVPD) on 3 unconnected molecules or ions with the total composition C5H16N2O.

Last column: Mulliken charge in e.
Element x y z (Å)
O1 3.04208 0.59149 0.91516  -0.69
N1 1.71853 -0.56859 -1.47372  -0.67
N2 0.49978 0.67073 1.54703  -0.81
C1 0.14169 -0.08610 0.47180  1.46
C2 -2.08422 1.00484 0.35870  -1.42
C3 0.85543 0.48410 -0.81746  -1.13
C4 -1.66002 -1.01920 -1.11706  -1.46
C5 -1.36154 -0.34824 0.25546  0.21
H1 -0.00524 0.85140 -1.42374  0.29
H2 -2.72610 -1.32141 -1.03638  0.45
H3 2.65276 -0.13998 -1.57750  0.34
H4 0.67854 -1.23897 0.48968  -0.74
H5 -0.37554 0.79798 2.05457  0.23
H6 0.73122 -2.07916 0.78677  0.26
H7 2.04510 -1.06527 -0.63245  0.36
H8 -0.92670 -1.80834 -1.29574  0.39
H9 -1.87083 -0.96599 1.00425  0.35
H10 1.40965 1.41172 -0.77915  0.43
H11 2.09593 0.62338 1.26453  0.40
H12 -3.04343 0.85245 -0.14965  0.38
H13 3.57489 0.49324 1.70985  0.28
H14 -1.55398 1.90252 0.01922  0.32
H15 -2.21134 1.31038 1.42897  0.43
H16 -1.62664 -0.35298 -2.00313  0.32

Atoms 1-2, force components in eV/Å:
O -0.3 -0.2 0.4
N 0.5 0.7 1.2

The strongest force on any atom is 7.1 eV/A. The electronic energy comes out at -384.67349 Eh. As for the HOMO-LUMO gap: 8.53 eV. For the relative energy (zero: lowest compared OMol25 entry of this formula, charge and spin), the calculation gives 5.023 eV.

ORCA calculation (ωB97M-V/def2-TZVPD) on 2 unconnected molecules or ions with the total composition C5H16N2O.

Last column: Mulliken charge in e.
Element x y z (Å)
O1 2.92262 0.20299 -0.87056  -0.67
N1 0.06259 0.61372 0.30564  -0.11
N2 -0.52271 0.09370 -2.67286  -0.61
C1 -1.43114 -0.79984 1.81760  -1.53
C2 -0.06319 -0.57767 1.16976  0.59
C3 -1.45149 0.01885 -1.55134  -0.32
C4 1.01736 -0.50578 2.23195  -1.57
C5 -1.10814 0.99430 -0.45591  -1.17
H1 0.08535 -0.70712 -2.74235  0.28
H2 -1.95644 1.22847 0.17216  0.44
H3 1.02210 0.43144 2.80286  0.40
H4 0.12630 -1.46788 0.57395  0.13
H5 -1.42250 -1.01516 -1.18503  0.26
H6 2.02948 -0.11907 -1.06264  0.33
H7 -2.46024 0.19921 -1.93094  0.28
H8 2.74009 0.64016 -0.02002  0.33
H9 2.02631 -0.66348 1.83395  0.34
H10 -1.61155 -0.07117 2.61449  0.31
H11 0.36410 1.35508 0.91571  0.30
H12 -1.41067 -1.77349 2.31764  0.45
H13 -2.26673 -0.72913 1.12873  0.36
H14 0.07221 0.90764 -2.59970  0.26
H15 0.86697 -1.31026 2.95734  0.41
H16 -0.95577 1.98264 -0.89446  0.50

Atoms 1-2, force components in eV/Å:
O -0.4 0.1 0.6
N 0.3 -0.6 0.3

The strongest force on any atom is 0.9 eV/A. The electronic energy comes out at -384.83672 Eh. As for the HOMO-LUMO gap: 10.11 eV. For the relative energy (zero: lowest compared OMol25 entry of this formula, charge and spin), the calculation gives 0.581 eV.

ORCA calculation (ωB97M-V/def2-TZVPD) on 2 unconnected molecules or ions with the total composition C5H16N2O.

Last column: Mulliken charge in e.
Element x y z (Å)
O1 -1.17589 0.28011 0.15539  -0.61
N1 -1.74556 -2.00324 2.96116  -0.59
N2 0.51140 0.90111 -1.65810  -0.36
C1 -1.92817 -0.78861 2.15689  -0.59
C2 -1.03174 -0.86506 0.93055  -0.23
C3 0.12599 2.30229 -1.79565  -0.97
C4 1.90966 0.70587 -1.26016  -0.51
C5 2.21026 -0.71869 -0.85593  -0.95
H1 2.09721 1.42247 -0.45789  0.33
H2 0.23629 0.35256 -2.46013  0.24
H3 -0.02326 2.76200 -0.82043  0.28
H4 1.70206 -0.96619 0.07176  0.12
H5 1.92186 -1.40996 -1.64642  0.28
H6 2.55857 1.05091 -2.08454  0.39
H7 -0.76161 2.37293 -2.41066  0.34
H8 -1.34589 -1.75666 0.36002  0.15
H9 -2.95667 -0.59161 1.85650  0.32
H10 -2.19969 -2.78132 2.49602  0.21
H11 3.27485 -0.83031 -0.67877  0.39
H12 -2.26044 -1.88291 3.82695  0.25
H13 0.92569 2.89373 -2.24994  0.35
H14 -0.01660 -1.00490 1.31261  0.22
H15 -1.60567 0.05778 2.76019  0.33
H16 -0.42263 0.49769 -0.50943  0.60

Atoms 1-2, force components in eV/Å:
O -0.1 0.8 -0.1
N -0.4 0.1 0.1

The strongest force on any atom is 1.3 eV/A. The electronic energy comes out at -384.82047 Eh. As for the HOMO-LUMO gap: 9.89 eV. For the relative energy (zero: lowest compared OMol25 entry of this formula, charge and spin), the calculation gives 1.023 eV.

ORCA calculation (ωB97M-V/def2-TZVPD) on 2 unconnected molecules or ions with the total composition C5H16N2O.

Last column: Mulliken charge in e.
Element x y z (Å)
O1 2.02042 -2.67367 0.09638  -0.58
N1 0.64756 0.10186 0.14346  -0.24
N2 -3.29233 0.92486 -1.02631  -0.53
C1 -0.61509 -0.67640 -0.20976  -0.34
C2 -1.92605 1.21771 -1.30438  -0.40
C3 2.48748 0.74829 1.68147  -1.31
C4 1.08045 0.16132 1.55857  -0.30
C5 -1.10764 -0.13578 -1.53967  -1.07
H1 0.92220 -0.84366 2.02179  0.29
H2 -3.58588 0.18201 -1.52538  0.24
H3 -1.86989 -0.76147 -2.11525  0.34
H4 3.31475 0.47985 1.00914  0.33
H5 -0.44723 -1.79653 -0.36266  0.27
H6 0.88357 0.86700 -0.53811  0.26
H7 2.69255 -2.10550 0.08288  0.29
H8 -1.85387 1.71283 -2.38635  0.22
H9 -1.37119 1.89884 -0.55109  0.30
H10 1.25273 -2.29042 0.06904  0.30
H11 -0.23468 -0.20927 -2.16000  0.40
H12 2.44501 1.82666 1.82682  0.33
H13 0.32617 0.76226 2.14490  0.32
H14 -3.38561 0.84112 -0.01948  0.25
H15 -1.39836 -0.58496 0.57476  0.23
H16 3.01494 0.35307 2.52924  0.39

Atoms 1-2, force components in eV/Å:
O 2.8 -7.7 0.4
N -0.9 -1.0 -0.9

The strongest force on any atom is 8.2 eV/A. The electronic energy comes out at -384.75859 Eh. As for the HOMO-LUMO gap: 9.59 eV. For the relative energy (zero: lowest compared OMol25 entry of this formula, charge and spin), the calculation gives 2.707 eV.

ORCA calculation (ωB97M-V/def2-TZVPD) on 2 unconnected molecules or ions with the total composition C5H16N2O.

Last column: Mulliken charge in e.
Element x y z (Å)
O1 -0.12945 -2.19012 -2.45115  -0.63
N1 -0.46394 1.41478 0.55993  -0.18
N2 -0.02527 -1.50531 1.62220  -0.24
C1 1.59669 0.91481 -0.78888  -1.79
C2 0.40318 0.37464 0.01558  0.87
C3 -0.78569 2.59475 -0.17966  -0.94
C4 -1.36288 -1.65880 1.05060  -0.77
C5 0.93369 -0.50844 1.12480  -0.77
H1 -0.02290 2.85635 -0.91063  0.29
H2 2.31305 1.52669 -0.22508  0.31
H3 -1.45766 -1.50229 -0.01939  0.13
H4 -0.88888 3.41873 0.52324  0.33
H5 1.77541 -1.06188 0.72023  0.32
H6 1.27830 1.49806 -1.65188  0.43
H7 -0.14003 -0.25530 -0.66891  -0.20
H8 2.18730 0.06638 -1.12951  0.47
H9 -1.68401 -2.70578 1.08430  0.37
H10 -0.80224 -2.09981 -1.77302  0.35
H11 0.37374 -2.38875 1.87066  0.25
H12 -1.73913 2.48791 -0.69433  0.25
H13 -0.24354 1.57933 1.52410  0.30
H14 -0.47459 -1.82011 -3.28674  0.32
H15 1.37217 0.11331 1.92292  0.30
H16 -2.01333 -1.14915 1.76064  0.24

Atoms 1-2, force components in eV/Å:
O 0.2 0.1 -0.7
N 0.1 -1.1 0.6

The strongest force on any atom is 1.6 eV/A. The electronic energy comes out at -384.79689 Eh. As for the HOMO-LUMO gap: 8.96 eV. For the relative energy (zero: lowest compared OMol25 entry of this formula, charge and spin), the calculation gives 1.665 eV.